15
Properties=species:S:1:pos:R:3:forces:R:3 method="wB97M-V/def2-TZVPD" molar_mass_g_mol=87.1 gap_ev=9.8 smiles=O[C@H]1CCNC1 de_lowest_kcal_mol=36.3
O -0.891989 -1.047887 -1.403136 -1.06 2.31 -1.15
C -1.035031 -0.152158 -0.246220 0.73 -1.16 -0.36
C -0.203864 -0.785552 0.852540 -0.43 -0.55 2.48
C 1.256912 -0.195372 0.722845 -0.07 -1.10 1.98
N 1.188188 0.809187 -0.292580 -0.40 0.61 -0.62
C -0.240954 1.140345 -0.405201 0.33 0.28 1.14
H -1.210716 -0.513730 -2.208148 0.68 -1.32 1.70
H -2.096448 -0.017624 0.054856 0.58 -0.06 -0.42
H -0.707783 -0.484770 1.841617 0.94 -0.23 -1.20
H -0.189538 -1.900340 0.912670 -0.21 0.83 -0.54
H 1.942412 -1.028699 0.429715 -0.29 0.86 0.41
H 1.575705 0.249660 1.751460 -0.34 -0.79 -1.75
H 1.534895 0.434280 -1.167518 -0.20 0.07 0.01
H -0.418153 1.682783 -1.291257 -0.34 0.63 -1.21
H -0.503637 1.809879 0.448357 0.09 -0.37 -0.49